Record 1
{"formula": "C20H16F4N4O4S", "method": "ωB97M-V/def2-TZVPD", "species": ["O", "O", "O", "F", "F", "F", "F", "N", "O", "S", "C", "C", "C", "C", "C", "C", "C", "C", "C", "C", "C", "C", "C", "C", "N", "N", "N", "C", "C", "C", "C", "C", "C", "H", "H", "H", "H", "H", "H", "H", "H", "H", "H", "H", "H", "H", "H", "H", "H"], "xyz": [[-3.287, -0.671, 1.801], [3.006, 1.121, 3.345], [-0.786, 1.779, -1.072], [2.877, 1.174, -4.154], [1.646, -3.010, -6.500], [1.772, -4.500, -4.908], [-0.203, -3.450, -5.354], [1.732, -0.901, 0.386], [-1.099, 2.992, 3.626], [0.251, -2.743, 1.660], [-2.532, 0.320, 1.641], [2.131, 0.797, 2.474], [-1.323, 1.646, 0.026], [1.355, -1.282, 1.559], [0.181, 2.891, 3.260], [0.288, -2.579, -0.091], [1.124, -1.631, -0.560], [0.281, 2.428, 1.998], [1.887, -0.173, -2.360], [2.125, -0.963, -4.591], [1.012, -2.335, -2.934], [2.347, 0.023, -3.659], [1.278, -1.361, -1.989], [1.453, -2.143, -4.266], [1.518, -0.383, 2.635], [-2.145, 0.556, 0.286], [-2.293, 1.114, 2.768], [1.648, 1.908, 1.631], [1.150, -3.307, -5.306], [-2.425, -0.391, -0.768], [-3.006, 0.885, 3.990], [-0.921, 2.599, 1.166], [-1.874, 2.521, 2.402], [0.994, 3.002, 3.946], [-0.322, -3.215, -0.749], [2.062, 0.711, -1.566], [2.575, -0.973, -5.540], [0.673, -3.406, -2.622], [1.763, -0.734, 3.548], [1.547, 1.668, 0.514], [2.253, 2.756, 1.740], [-2.609, 0.125, -1.678], [-1.536, -0.947, -1.067], [-3.270, -1.142, -0.584], [-3.713, -0.017, 4.003], [-2.365, 0.785, 4.816], [-3.727, 1.702, 4.114], [-0.791, 3.612, 0.704], [-2.698, 3.145, 2.280]], "forces_ev_per_a": [[1.8231, 1.4600, -0.3654], [-2.2565, -1.1450, -2.2263], [-0.8599, 0.1369, 1.1044], [-0.0602, -0.5783, 1.0852], [-0.4673, -0.2533, -0.1978], [-1.4865, 1.5342, -0.5706], [1.2922, -0.6298, -0.3754], [0.3151, 0.5527, 1.3964], [-2.3169, 0.8769, -0.9034], [1.2741, 2.3238, -1.5551], [-3.7617, -3.4204, 0.9003], [3.4833, 3.3529, 3.5358], [1.9279, -0.7839, -1.0930], [-0.8560, 0.5040, 0.9184], [-0.8171, -1.7493, -2.4923], [-0.9449, -1.6257, -0.2575], [-1.5537, -1.1221, -0.5627], [3.5549, -0.7601, 1.5843], [1.2019, 3.5875, 1.1770], [-0.3542, -1.9191, -0.0518], [0.2186, -2.3021, -0.7776], [-1.0830, -0.0847, -0.1815], [0.7610, -0.0643, 0.0480], [-0.6461, -0.8328, 0.7891], [-0.4571, -2.6353, -0.3787], [0.8227, 2.0475, 2.4474], [1.8696, 1.4315, -4.3253], [-1.9225, -0.2740, -4.1699], [1.0999, 1.1561, 2.2526], [-0.6732, -1.9209, -0.3779], [-2.9649, -0.7081, -0.3646], [-1.5266, -0.1759, 1.1639], [1.0821, -1.1804, 2.0817], [0.0296, 0.1282, 0.5720], [0.4135, 0.1583, 0.7406], [-0.4331, -2.3559, -1.9017], [0.3727, 0.7057, -1.2541], [0.4162, 2.2570, -0.6225], [0.0288, -0.5136, 0.0456], [0.6839, 0.0617, 1.4940], [1.6405, 0.6445, 0.0285], [-0.6343, 0.9064, -0.5944], [0.1855, -0.1798, 0.6148], [1.2886, 1.5335, 0.3074], [1.5065, 1.0204, -0.7049], [0.9192, 0.1680, 1.0127], [0.3525, 0.2165, 0.3872], [-0.8805, -0.6932, 0.2750], [-1.6074, 1.1437, 0.3423]], "nbo_charge": [-0.649, -0.599, -0.583, -0.314, -0.308, -0.338, -0.317, -0.482, -0.489, 0.367, 0.794, 0.693, 0.698, 0.297, 0.159, -0.405, 0.099, -0.099, -0.223, -0.292, -0.207, 0.402, -0.079, -0.026, -0.639, -0.464, -0.450, -0.526, 0.974, -0.424, -0.414, -0.368, 0.280, 0.222, 0.243, 0.256, 0.238, 0.232, 0.422, 0.248, 0.255, 0.227, 0.213, 0.256, 0.258, 0.213, 0.197, 0.265, 0.186]}



Record 2
{"formula": "C23H22N3O9PS2W", "method": "ωB97M-V/def2-TZVPD", "multiplicity": 2, "charge": 1, "s2": 0.76, "species": ["W", "C", "C", "O", "P", "S", "S", "O", "C", "C", "H", "H", "H", "H", "H", "H", "H", "H", "H", "H", "O", "C", "O", "C", "C", "C", "C", "C", "C", "C", "C", "C", "N", "H", "H", "H", "H", "H", "H", "O", "C", "C", "O", "C", "C", "O", "C", "O", "O", "C", "N", "C", "C", "N", "C", "H", "H", "H", "H", "H", "H"], "xyz": [[-0.755, 0.031, -0.061], [-1.518, -5.754, 0.817], [-0.653, -5.295, 1.970], [-0.724, -3.849, 2.168], [0.030, -2.749, 1.362], [-0.267, -1.004, 2.325], [-0.662, -2.529, -0.542], [1.533, -3.225, 1.364], [2.712, -2.384, 1.410], [3.670, -2.933, 2.444], [-1.512, -6.844, 0.787], [-1.137, -5.380, -0.132], [-2.545, -5.415, 0.944], [0.391, -5.569, 1.825], [-1.004, -5.698, 2.916], [2.409, -1.373, 1.678], [3.147, -2.381, 0.412], [3.164, -3.058, 3.400], [4.489, -2.223, 2.568], [4.084, -3.890, 2.130], [-3.905, 1.816, 0.164], [-2.867, 1.423, 0.601], [-2.499, 0.114, 0.525], [-1.801, 2.242, 1.216], [-2.002, 3.514, 1.743], [-0.945, 4.185, 2.286], [0.333, 3.593, 2.306], [1.463, 4.241, 2.839], [2.688, 3.633, 2.830], [2.836, 2.350, 2.278], [1.757, 1.689, 1.752], [0.483, 2.291, 1.757], [-0.601, 1.622, 1.236], [-2.999, 3.929, 1.701], [-1.068, 5.176, 2.704], [1.349, 5.237, 3.249], [3.545, 4.144, 3.247], [3.807, 1.873, 2.265], [1.873, 0.706, 1.332], [3.451, 2.870, -3.587], [2.625, 2.359, -2.901], [2.814, 1.075, -2.054], [3.827, 0.443, -1.925], [1.496, 0.861, -1.465], [0.593, 1.842, -1.773], [-0.602, 1.762, -1.262], [1.178, 2.847, -2.695], [0.660, 3.816, -3.167], [1.010, -0.103, -0.656], [-4.156, 0.487, -4.519], [-3.001, 0.093, -3.729], [-1.829, -0.421, -4.225], [-1.031, -0.660, -3.155], [-1.713, -0.299, -2.009], [-2.896, 0.156, -2.401], [-4.469, -0.341, -5.150], [-3.908, 1.341, -5.146], [-4.974, 0.759, -3.858], [-1.661, -0.582, -5.276], [-0.045, -1.092, -3.117], [-3.669, 0.529, -1.750]], "forces_ev_per_a": [[1.7172, -3.1582, -1.7146], [0.0555, 0.1499, 0.1045], [0.0458, -0.0988, -0.0999], [-0.0931, -0.0226, -0.0461], [0.0708, 0.0256, -0.2687], [0.0592, -0.0838, -1.0973], [-0.1577, 0.6742, 1.0676], [-0.3259, -0.0893, 0.1506], [0.2295, 0.0161, 0.0391], [-0.1127, 0.0175, -0.1406], [0.0078, -0.0031, -0.0067], [-0.0292, -0.0499, -0.0522], [-0.0033, -0.0053, -0.0074], [0.0047, 0.0217, 0.0634], [0.0399, -0.0067, 0.0156], [-0.0723, 0.0147, -0.0577], [-0.0534, 0.0562, -0.0262], [0.0353, 0.0250, 0.0252], [0.0398, -0.0506, 0.0159], [-0.0146, -0.0166, 0.0276], [-0.0401, 0.5028, 0.2088], [-1.2718, -0.8004, -0.2350], [-3.4134, 1.1924, 1.2691], [1.3294, 0.0937, 0.8799], [-0.5306, -0.1283, -0.2578], [0.3024, 0.0494, 0.0776], [-0.3176, -0.2946, -0.2090], [0.3145, 0.1057, 0.1027], [-0.1030, 0.2998, 0.1066], [-0.2921, -0.2325, -0.1517], [0.2544, 0.0624, 0.0702], [0.0996, -0.2164, -0.0834], [-1.1459, 2.2025, 1.0893], [0.0168, 0.0342, -0.0092], [-0.0477, -0.0028, -0.0081], [-0.0307, -0.0156, 0.0181], [0.0100, -0.0090, -0.0194], [0.0155, 0.0216, 0.0054], [0.0396, -0.0842, -0.0122], [0.0090, 0.0566, -0.0214], [0.2215, -0.0644, -0.0687], [-0.0294, -0.1802, 0.1362], [0.0435, -0.0234, 0.0100], [-0.1804, 0.5550, 0.0338], [0.1742, -0.2543, 0.1735], [0.3919, -0.0502, 0.1592], [-0.2507, 0.1120, 0.0586], [0.0159, 0.0348, -0.0377], [2.7841, 0.0003, -1.3547], [-0.1793, 0.0697, -0.1832], [0.0709, -0.0581, 0.0308], [0.1543, -0.0407, 0.0383], [0.0154, -0.0669, 0.0063], [0.1458, -0.2559, -0.1573], [-0.0299, -0.0562, 0.2381], [0.0030, -0.0174, 0.0366], [0.0437, 0.0027, 0.0363], [0.0374, -0.0161, 0.0571], [-0.0598, 0.0109, 0.0046], [0.0077, 0.0325, -0.0172], [-0.0212, 0.0129, -0.0135]], "nbo_charge": [1.770, -0.639, -0.055, -0.827, 1.813, -0.347, -0.356, -0.837, -0.053, -0.628, 0.235, 0.214, 0.226, 0.196, 0.209, 0.180, 0.207, 0.220, 0.226, 0.225, -0.503, 0.740, -0.699, 0.142, -0.216, -0.081, -0.007, -0.176, -0.183, -0.139, -0.226, 0.167, -0.477, 0.265, 0.243, 0.232, 0.239, 0.237, 0.239, -0.398, 0.395, 0.407, -0.476, 0.105, 0.304, -0.705, 0.397, -0.436, -0.682, -0.407, -0.295, -0.052, -0.073, -0.532, 0.238, 0.228, 0.230, 0.232, 0.246, 0.248, 0.252]}



Record 3
{"formula": "C6H6N2O", "method": "ωB97M-V/def2-TZVPD", "species": ["C", "C", "C", "C", "C", "C", "H", "H", "H", "H", "H", "H", "N", "N", "O"], "xyz": [[1.306, -0.687, 1.036], [1.023, 0.285, -0.082], [0.565, -0.532, -1.390], [-0.753, -0.400, -1.536], [-1.303, 0.518, -0.464], [-0.364, 0.820, 0.435], [2.433, -1.022, 0.873], [0.494, -1.449, 0.940], [0.886, -0.172, 2.122], [1.763, 1.012, -0.264], [1.274, -1.220, -1.812], [-1.256, -0.657, -2.395], [-2.561, 0.819, 0.002], [-2.422, 1.325, 1.104], [-1.084, 1.361, 1.432]], "forces_ev_per_a": [[0.3888, 0.1295, 2.2219], [-3.3117, -1.2467, 0.7719], [0.2608, 1.5142, 2.7773], [0.5928, 2.2462, 1.2493], [0.1202, -2.5072, -2.5406], [-0.9020, 0.7762, -2.3484], [-2.5248, 0.0946, 1.3162], [1.3000, -0.1633, -0.0118], [2.4235, -1.4150, -2.6679], [0.8323, 0.9451, -0.1222], [0.0156, 0.1395, -0.6451], [-1.4250, -1.1535, -1.4855], [0.2786, -0.8860, -1.9514], [-0.6730, 0.8688, 1.5878], [2.6239, 0.6576, 1.8484]], "nbo_charge": [-0.620, -0.262, -0.173, -0.197, -0.038, 0.288, 0.230, 0.227, 0.226, 0.237, 0.223, 0.221, -0.180, 0.112, -0.294]}



Record 4
{"formula": "C6H13GdO4", "method": "ωB97M-V/def2-TZVPD", "multiplicity": 9, "charge": 1, "s2": 20.04, "species": ["C", "O", "H", "H", "H", "O", "C", "C", "O", "C", "C", "O", "C", "Gd", "H", "H", "H", "H", "H", "H", "H", "H", "H", "H"], "xyz": [[-3.033, 0.059, -1.603], [-1.783, 0.504, -1.999], [-3.812, 0.828, -1.795], [-3.354, -0.866, -2.130], [-3.058, -0.185, -0.516], [1.577, 1.361, 2.451], [1.403, 2.381, 1.801], [1.511, 2.351, 0.306], [1.667, 1.050, -0.153], [0.024, 0.288, -0.898], [0.227, -1.196, -0.671], [0.688, -1.433, 0.662], [0.348, -2.719, 1.164], [2.716, -0.363, 1.401], [1.068, 3.313, 2.290], [2.326, 3.044, 0.017], [0.587, 2.815, -0.092], [0.425, 0.515, -1.899], [-0.562, 0.679, -0.047], [0.972, -1.594, -1.378], [-0.736, -1.717, -0.810], [0.785, -2.807, 2.164], [-0.746, -2.805, 1.221], [0.761, -3.502, 0.512]], "forces_ev_per_a": [[-0.7433, 0.8979, 0.2430], [-2.4816, -0.4990, -1.0273], [0.2935, -0.4365, 0.0363], [0.5435, 0.2915, 0.0248], [0.2709, -0.0461, -0.4261], [1.5344, -4.5139, 2.3297], [-0.8358, 3.5338, 0.9580], [-0.2469, -0.4315, -3.6823], [3.1545, 3.2006, 2.2208], [-0.1094, -4.0518, -0.0261], [-0.5473, 1.5186, -1.4298], [0.6032, -0.0466, 0.9420], [-0.1082, -0.4305, 0.0623], [-0.9132, 0.6706, 0.2873], [-0.0247, -0.1462, -0.7206], [0.3155, -0.4703, 0.1365], [0.0027, -0.3857, -0.0347], [-0.8386, 1.0875, 1.0181], [0.1355, 0.7386, -1.3454], [-0.2980, -0.1471, 0.0684], [0.2992, -0.2912, 0.2035], [-0.1633, -0.0707, -0.0691], [0.3454, -0.0827, 0.0513], [-0.1881, 0.1106, 0.1793]], "mulliken_spin": [-0.014, 0.913, 0.013, 0.075, 0.034, 0.318, 0.844, 0.021, 0.447, 0.846, -0.040, -0.137, 0.018, 4.426, 0.077, 0.084, 0.024, 0.005, -0.010, 0.017, 0.025, 0.033, -0.005, -0.013]}



Number 1: total energy -2089.31359 Eh. Number 2: total energy -2935.85441 Eh. Number 3: total energy -416.81794 Eh. Number 4: total energy -1302.26367 Eh.